[1]
Computed, not measured: a molecular structure, C24H37N8O7RbS3Se at a distorted geometry, with ωB97M-V/def2-TZVPD.

Maximum force (eV/A): 1.80
Frontier orbital gap (Ha): 0.21616
Energy above the lowest of the compared OMol25 structures with the same formula, charge and spin (eV): 0.048

```
! RIJCOSX wB97M-V def2-TZVPD def2/J DEFGRID3
* xyz -2 1
Rb 0.0589 1.0645 0.2450
C -0.2345 -3.7557 1.5587
C 0.5373 -2.5337 1.0221
N -0.0791 -2.0207 -0.1697
C 0.2373 -2.6401 -1.4389
C -0.9698 -2.4439 -2.3571
N -1.3573 -1.0570 -2.3708
C -2.5475 -0.7800 -3.1353
C -3.8165 -1.0395 -2.3114
C -4.1125 0.0566 -1.2754
N -3.2934 -0.0471 -0.0885
C -3.9112 -0.5739 1.1020
C -3.6341 -2.0783 1.2632
N -2.2363 -2.2988 1.5152
C -1.7456 -3.6353 1.3196
H -0.0148 -3.8622 2.6243
H 0.1044 -4.6687 1.0609
H 1.5975 -2.8175 0.8764
H 0.5033 -1.7419 1.7746
H 0.0566 -1.0238 -0.2531
H 0.4063 -3.7124 -1.2951
H 1.1262 -2.2023 -1.9144
H -1.8020 -3.0295 -1.9550
H -0.7441 -2.8345 -3.3725
H -0.5692 -0.4832 -2.6504
H -2.5968 -1.4084 -4.0519
H -2.5437 0.2654 -3.4499
H -3.7162 -1.9899 -1.7912
H -4.6678 -1.1120 -2.9947
H -5.1886 0.0032 -1.0195
H -3.9338 1.0291 -1.7437
H -2.8763 0.8524 0.1185
H -5.0087 -0.4197 1.1074
H -3.4992 -0.0585 1.9733
H -3.8954 -2.5830 0.3299
H -4.2891 -2.4899 2.0677
H -1.9689 -1.9029 2.4068
H -1.9416 -3.8932 0.2740
H -2.2639 -4.3892 1.9593
Se 1.2048 3.5403 2.8990
N 1.2663 2.7168 4.4227
C 1.6962 1.4550 4.1869
C 1.9231 0.4551 5.1250
C 2.4669 -0.7364 4.6721
C 2.7351 -0.8926 3.3157
N 2.5233 0.0308 2.3942
C 2.0316 1.1913 2.8157
N 1.8632 2.2441 1.9915
H 1.7147 0.6250 6.1735
H 2.6922 -1.5366 5.3666
H 3.1668 -1.8171 2.9459
O 2.4908 -0.7886 -2.8279
C 2.3227 0.1558 -2.0435
O 1.2823 0.8136 -1.8619
C 3.5463 0.5618 -1.2016
C 4.6046 -0.3392 -1.1137
C 5.7480 -0.0210 -0.4169
C 5.8341 1.2290 0.2056
C 4.7711 2.1339 0.1352
C 3.6370 1.8024 -0.5758
N 7.0235 1.5946 0.8827
O 7.9550 0.7890 0.9204
O 7.1010 2.7136 1.3876
H 4.4902 -1.2843 -1.6283
H 6.5878 -0.7011 -0.3640
H 4.8644 3.0887 0.6336
H 2.8174 2.5004 -0.6747
O -1.3821 1.6751 2.0542
S -1.8755 3.0344 1.8252
O -2.8699 3.4505 2.7949
O -0.6834 3.9840 1.8160
S -2.6207 3.2335 0.0098
C -2.9858 4.1101 -3.6554
S -2.0425 2.7447 -4.3848
C -0.5936 2.8395 -3.3091
H -3.0189 3.9817 -2.5741
H -3.9850 4.0678 -4.0740
H -2.5115 5.0516 -3.9247
H -0.0143 3.7205 -3.5804
H 0.0045 1.9441 -3.4390
H -0.9528 2.8976 -2.2818
*
```

Here are the Mulliken charges for atoms 1 to 2, given in e: atom 1 (Rb): 0.908, atom 2 (C): -0.991


[2]
Computed, not measured: 2 unconnected molecules or ions with the total composition C4H9O3 at a distorted geometry, with ωB97M-V/def2-TZVPD.

Maximum force (eV/A): 3.26
Frontier orbital gap (Ha): 0.31797
Energy above the lowest of the compared OMol25 structures with the same formula, charge and spin (eV): 0.770

```
! RIJCOSX wB97M-V def2-TZVPD def2/J DEFGRID3
* xyz -1 1
C -0.6103 -2.4238 1.6490
O -1.4491 -2.5160 0.5229
H -1.3955 -1.6842 0.0056
H 0.1404 -1.6428 1.4926
H -0.0821 -3.3920 1.6823
H -1.1557 -2.2784 2.5852
C 0.8198 1.4386 -1.3439
C 1.5925 2.6266 -0.8825
C 0.0592 0.6020 -0.2802
O -0.1292 1.0747 0.8568
O -0.3361 -0.5230 -0.7184
H 0.0758 1.7801 -2.0740
H 1.4046 0.7159 -1.9218
H 1.9930 3.2564 -1.6950
H 2.4795 2.6562 -0.2329
H 1.0285 3.3971 -0.3219
*
```

Here are the Mulliken charges for atoms 1 to 2, given in e: atom 1 (C): -0.445, atom 2 (O): -0.576


[3]
Computed, not measured: a molecular structure, C32H26F16N3O4Ti, with ωB97M-V/def2-TZVPD.

Maximum force (eV/A): 0.76
<S²>: 0.76
Frontier orbital gap (alpha / beta) (Ha): 0.22360 / 0.22181
Energy above the lowest of the compared OMol25 structures with the same formula, charge and spin (eV): 2.991

```
! RIJCOSX wB97M-V def2-TZVPD def2/J DEFGRID3
* xyz -2 2
Ti -0.4243 -0.0756 0.0501
C 2.5950 -5.2766 -3.7200
C 2.1445 -4.0242 -3.0152
C 2.7902 -2.8092 -3.2052
C 2.3783 -1.6692 -2.5394
C 1.2825 -1.6786 -1.6451
N 0.8572 -0.5574 -1.0527
C 2.7658 2.8096 1.4909
C 3.8025 3.6677 1.7009
C 4.0591 4.0228 3.0310
C 3.2753 3.5054 4.0496
C 3.5195 3.8882 5.4870
C 2.2352 2.6196 3.7481
C 1.9455 2.2339 2.4399
C -0.4770 0.9286 2.7606
O -1.2848 0.2641 1.8985
C -1.2197 2.1808 3.2963
F -2.5060 1.9273 3.5817
F -1.2111 3.1851 2.4129
F -0.6703 2.6830 4.4417
C -0.1827 -0.0467 3.9570
F -1.1209 0.0693 4.9359
F 1.0060 0.1553 4.5844
F -0.1982 -1.3178 3.5834
C 0.6223 -2.9322 -1.4418
C 1.0706 -4.0520 -2.1258
C -0.5619 -3.0313 -0.4546
O -1.1328 -1.8739 -0.0246
C -1.7324 -3.8533 -1.0829
F -1.4910 -5.1906 -1.1810
F -2.8570 -3.7469 -0.3719
F -2.0112 -3.4322 -2.3225
C -0.0551 -3.7716 0.8208
F 0.8584 -3.0212 1.4421
F 0.5354 -4.9686 0.5790
F -1.0430 -4.0163 1.6960
H 3.4264 -5.0604 -4.3950
H 2.9357 -6.0455 -3.0192
H 1.7978 -5.7266 -4.3194
H 3.6354 -2.7497 -3.8868
H 2.8845 -0.7232 -2.6918
H 4.3995 4.0661 0.8889
H 4.8659 4.7119 3.2640
H 4.3064 4.6400 5.5696
H 2.6159 4.2953 5.9459
H 3.8200 3.0250 6.0858
H 1.6388 2.2496 4.5663
H 0.5794 -5.0039 -1.9692
C -2.9484 -0.3434 -3.7578
N -1.5495 -0.5902 -3.5241
C -0.9817 -1.4751 -4.5092
C -0.7620 0.6177 -3.3926
C -1.2831 1.6237 -2.3689
N -1.7033 1.0296 -1.1040
C -2.7089 1.6934 -0.4607
C -3.6657 0.9762 0.2921
F -3.5972 -0.3594 0.3339
C -4.7007 1.5977 0.9489
F -5.5869 0.8392 1.6329
C -4.8946 2.9678 0.9014
C -3.9777 3.6856 0.1640
F -4.0934 5.0353 0.1004
C -2.9175 3.0860 -0.4872
F -2.0267 3.9064 -1.0854
H -3.1307 0.2232 -4.6959
H -3.4785 -1.2953 -3.8293
H -3.3732 0.2155 -2.9241
H -0.9933 -1.0340 -5.5292
H 0.0526 -1.7065 -4.2497
H -1.5408 -2.4120 -4.5386
H 0.2508 0.3223 -3.1235
H -0.7084 1.1585 -4.3646
H -0.4929 2.3740 -2.2460
H -2.1386 2.1518 -2.8097
H -5.7059 3.4452 1.4289
C 2.6499 -0.2570 1.3321
O 1.3035 -0.0779 1.7067
C 0.8197 1.3391 1.9007
O 0.4278 1.7724 0.7216
H 2.7716 -1.3213 1.1306
H 3.3256 0.0386 2.1409
H 2.8882 0.2993 0.4211
*
```

Here are the Mulliken charges for atoms 1 to 2, given in e: atom 1 (Ti): -0.872, atom 2 (C): -1.496